Record 1
C4H5GdO | ωB97M-V/def2-TZVPD

Each line ends with the Mulliken charge.
Geometry (Å):
1 H -0.28776 2.44421 0.53858  0.39
2 C 1.14293 -1.66401 -0.72078  -0.58
3 C 0.51350 -0.88884 0.17749  -0.03
4 C 0.58599 0.56369 0.23145  -0.25
5 C -0.49260 1.37594 0.34714  0.17
6 O -1.73368 0.97312 0.52451  -0.62
7 Gd -3.96373 1.50088 0.09730  1.63
8 H 1.77711 -1.23167 -1.50015  0.28
9 H -0.12462 -1.36862 0.92724  0.31
10 H 1.02561 -2.74910 -0.71339  0.29
11 H 1.55725 1.04440 0.09062  0.40

Its relative energy (zero: lowest compared OMol25 entry of this formula, charge and spin) is 0.0 kJ/mol. The expectation value of S² is 15.792. Its net charge is +2. As for the HOMO energy (alpha / beta): -16.92 / -17.67 eV. The electronic energy is -27088.5782 eV. As for the spin multiplicity: 8.


Record 2
C4H15NO5 | ωB97M-V/def2-TZVPD

Each line ends with the Mulliken charge.
Geometry (Å):
1 C -0.43590 0.99845 -1.68876  -1.12
2 C 0.59222 0.33422 -0.79049  -0.02
3 O -0.08339 -0.09110 0.40564  -0.56
4 C 1.81473 1.21228 -0.30043  0.25
5 N 1.30875 2.57883 0.01183  -0.65
6 C 2.59756 0.60280 0.84817  -0.20
7 O 3.52712 -0.12252 0.61245  -0.48
8 H -0.68353 0.43625 -2.57322  0.34
9 H 0.04063 1.99132 -1.99892  0.35
10 H -1.38437 0.97292 -1.11743  0.20
11 H 1.19407 -0.41587 -1.29862  0.42
12 H 0.22858 -0.97382 0.66936  0.30
13 H 2.57574 1.20902 -1.06561  0.34
14 H 0.34909 2.42045 0.32642  0.22
15 H 1.79312 3.12377 0.71675  0.27
16 H 2.16560 0.81661 1.84781  0.31
17 O -2.56905 -2.64812 0.12191  -0.63
18 H -3.29272 -2.52657 -0.48675  0.27
19 H -2.53167 -1.90324 0.71331  0.36
20 O 0.46067 -2.66804 1.12677  -0.71
21 H 0.59335 -3.20148 0.33081  0.34
22 H -0.40714 -3.09172 1.36290  0.31
23 O -2.80863 0.12342 0.46346  -0.68
24 H -3.19427 0.65564 1.16300  0.31
25 H -1.85055 0.16651 0.59967  0.46

Its relative energy (zero: lowest compared OMol25 entry of this formula, charge and spin) is 149.3 kJ/mol. As for the SMILES: C[C@H](O)[C@@H](N)C=O.O.O.O. As for the HOMO energy: -9.32 eV. The electronic energy is -16118.0161 eV.


Record 3
C3H5NO3S | ωB97M-V/def2-TZVPD

Each line ends with the Mulliken charge.
Geometry (Å):
1 O -1.83903 1.55500 1.15902  -0.52
2 C -1.24262 1.08496 0.26579  0.39
3 O -0.86078 1.81212 -0.74772  -0.44
4 C -0.80347 -0.36598 0.11678  0.30
5 N 0.28344 -0.50954 -0.79816  -0.51
6 C 1.48330 -0.32771 -0.09558  -0.53
7 S 1.28367 -1.16419 1.53796  0.01
8 O -0.41300 -0.88703 1.48361  -0.38
9 H -0.55319 1.34180 -1.45904  0.36
10 H -1.56488 -0.96331 -0.19838  0.34
11 H 0.24241 -1.49195 -1.13695  0.29
12 H 2.47636 -0.68225 -0.46000  0.39
13 H 1.50778 0.59809 0.33266  0.31

Its relative energy (zero: lowest compared OMol25 entry of this formula, charge and spin) is 196.9 kJ/mol. As for the SMILES: O=C(O)[C@H]1NCSO1. As for the HOMO energy: -8.65 eV. The electronic energy is -21658.1368 eV.


Record 4
C8H25O9Pd | ωB97M-V/def2-TZVPD

Each line ends with the Mulliken charge.
Geometry (Å):
1 Pd 11.14626 -23.83267 18.84945  0.59
2 O 9.35558 -22.96179 19.49937  -0.91
3 H 8.50699 -22.63554 19.14160  0.35
4 C 6.57664 -24.87289 19.63102  -0.47
5 C 6.54349 -24.50263 21.07637  -0.28
6 O 7.88622 -24.26205 21.48916  -0.41
7 O 6.98411 -23.80045 18.73396  -0.46
8 H 5.60589 -25.20298 19.26119  0.42
9 H 7.24919 -25.71011 19.44440  0.30
10 H 6.04584 -25.30596 21.61960  0.44
11 H 5.97236 -23.57425 21.08077  0.19
12 H 8.25969 -23.63991 20.86063  0.30
13 H 7.93354 -23.70299 18.83731  0.24
14 C 7.06605 -19.59409 18.47046  -0.35
15 C 6.96469 -20.70172 17.38753  0.07
16 O 6.61425 -20.32153 16.09559  -0.36
17 O 5.94030 -18.75584 18.35314  -0.30
18 H 7.97624 -18.99706 18.41387  0.45
19 H 7.17156 -20.09322 19.43370  0.19
20 H 6.21712 -21.34181 17.85608  0.31
21 H 7.90145 -21.25572 17.32707  0.15
22 H 7.33928 -19.80998 15.72920  0.39
23 H 6.17995 -17.96991 17.85666  0.41
24 C 9.10063 -26.12440 15.84064  -0.66
25 C 9.50441 -24.69176 16.19108  0.27
26 O 10.85049 -24.60765 16.68975  -0.50
27 O 9.15760 -27.02315 16.96142  -0.51
28 H 9.74490 -26.63667 15.12608  0.39
29 H 8.12706 -26.09070 15.35164  0.39
30 H 8.76459 -24.46335 16.95827  -0.15
31 H 9.37046 -24.05411 15.31727  0.29
32 H 11.44039 -25.05767 16.08057  0.29
33 H 8.35562 -27.54541 16.88607  0.32
34 C 8.78782 -21.33486 22.23265  -0.26
35 C 9.00735 -20.46534 23.47195  -0.47
36 O 10.42934 -20.44662 23.67466  -0.34
37 O 9.14168 -20.74390 21.01551  -0.56
38 H 7.74848 -21.64290 22.11872  0.24
39 H 9.38174 -22.24628 22.30095  0.47
40 H 8.48381 -20.85208 24.34627  0.37
41 H 8.72786 -19.45046 23.18911  0.31
42 H 10.78627 -20.25002 22.80544  0.38
43 H 9.14321 -21.47856 20.39754  0.45

The expectation value of S² is 3.763. Its net charge is +2. As for the HOMO energy (alpha / beta): -15.43 / -15.06 eV. The electronic energy is -30582.1328 eV. As for the spin multiplicity: 4.